1.
C3H18NO4 | wB97M-V/def2-TZVPD

The geometry in XYZ format:
```
26
Properties=species:S:1:pos:R:3:lowdin_charge:R:1
C -0.78 1.26 -2.04 -0.065
C -0.21 1.71 -0.72 -0.158
N 0.62 0.59 -0.09 -0.024
C 0.80 0.75 1.38 -0.007
H -1.59 0.54 -1.89 0.085
H -1.10 2.15 -2.58 0.090
H 0.01 0.87 -2.69 0.080
H 0.50 2.54 -0.89 0.141
H -0.86 1.99 0.12 0.111
H 1.52 0.47 -0.55 0.143
H 0.15 -0.31 -0.25 0.109
H 1.55 1.51 1.61 0.116
H 1.05 -0.20 1.84 0.094
H -0.15 1.09 1.81 0.053
H -1.62 1.98 3.02 0.071
H -1.17 3.45 3.04 0.067
O -0.97 2.59 2.64 -0.073
H -1.55 -2.63 -1.07 0.083
H -0.31 -2.71 -0.11 0.011
O -0.72 -2.18 -0.84 -0.087
H 2.03 -1.68 -2.35 0.074
H 0.66 -1.62 -2.09 0.044
O 1.44 -1.04 -1.93 -0.075
H -0.13 -4.39 1.60 0.083
H 0.52 -3.06 1.87 0.059
O 0.35 -3.68 1.15 -0.028
```

Spin multiplicity ... 1
HOMO-LUMO gap ... 0.4475 Ha
Charge ... +1
HOMO energy ... -14.9 eV
Total energy ... -13077.36380 eV
LUMO energy ... -2.76 eV

2.
C3H18O5 | wB97M-V/def2-TZVPD

The geometry in XYZ format:
```
26
Properties=species:S:1:pos:R:3:lowdin_charge:R:1
C -0.46 -2.78 -2.06 -0.172
C -0.38 -1.59 -1.10 -0.326
C -1.01 -2.02 0.27 -0.143
H -1.43 -3.19 -2.12 0.037
H 0.12 -3.76 -1.97 0.092
H -0.26 -2.41 -3.00 0.017
H -0.83 -0.67 -1.51 0.050
H 0.71 -1.36 -1.00 0.081
H -1.50 -3.00 0.17 0.055
H -0.17 -2.07 0.95 0.046
H -1.79 -1.29 0.54 0.044
H 0.87 -0.21 3.71 0.011
H 1.15 0.29 2.38 -0.007
O 0.48 0.38 3.08 -0.089
H 1.66 2.30 -2.71 -0.017
H 0.38 2.08 -1.69 -0.035
O 1.32 2.34 -1.83 -0.160
H -2.08 2.05 -1.45 0.009
H -1.69 0.74 -0.83 0.045
O -1.28 1.44 -1.52 -0.297
H 3.35 0.48 1.39 -0.041
H 2.61 -0.23 0.20 0.033
O 2.78 -0.16 1.15 -0.049
H -1.02 1.31 2.07 -0.155
H -1.61 2.58 1.88 0.071
O -1.72 1.59 1.67 -0.101
```

Spin multiplicity ... 2
HOMO-LUMO gap (spin up / spin down) ... 0.0881 / 0.3939 Ha
Charge ... -1
Expectation value of S² ... 0.75
HOMO energy (spin up / spin down) ... 0.9 / -7.4 eV
Total energy ... -13638.22311 eV
LUMO energy (spin up / spin down) ... 3.31 / 3.30 eV

3.
C3H2 | wB97M-V/def2-TZVPD

The geometry in XYZ format:
```
5
Properties=species:S:1:pos:R:3:lowdin_charge:R:1
C 1.69 -0.10 -0.13 -0.269
C 2.97 0.05 0.09 0.105
C 0.38 0.05 -0.07 0.033
H -0.40 -0.68 -0.15 0.060
H -0.11 0.99 0.16 0.070
```

Spin multiplicity ... 1
HOMO-LUMO gap ... 0.3064 Ha
Charge ... 0
HOMO energy ... -10.1 eV
Total energy ... -3138.01535 eV
LUMO energy ... -1.76 eV

4.
C3H20N2O9 | wB97M-V/def2-TZVPD

The geometry in XYZ format:
```
34
Properties=species:S:1:pos:R:3:lowdin_charge:R:1
O -1.23 -1.66 -2.68 0.101
C -0.57 -0.70 -2.39 -0.414
N 0.46 -0.39 -3.33 0.143
C 1.45 0.54 -3.11 -0.286
O 2.58 0.35 -3.57 0.028
C -0.82 0.24 -1.23 -0.205
N -1.52 -0.35 -0.07 0.006
H 0.42 -1.11 -3.99 0.128
H 1.27 1.38 -2.49 0.119
H -0.01 0.93 -0.83 0.124
H -1.43 1.10 -1.59 0.115
H -0.80 -0.74 0.55 0.050
H -1.98 -1.25 -0.27 0.085
H -0.84 -0.17 3.01 -0.086
H -2.33 0.01 3.11 0.078
O -1.50 -0.28 3.64 -0.067
H 3.31 -0.42 -0.89 0.035
H 4.71 -0.84 -0.69 0.055
O 3.84 -1.02 -0.37 -0.019
H 1.30 1.40 2.53 -0.032
H 0.74 0.35 1.56 -0.047
O 0.79 0.72 2.36 0.053
H -4.41 2.24 1.74 -0.017
H -4.27 0.96 1.48 0.021
O -4.45 1.74 1.00 0.013
H 1.68 -2.40 2.17 0.092
H 2.83 -2.06 1.27 -0.004
O 2.57 -1.91 2.18 -0.073
H 3.59 0.41 1.19 -0.048
H 3.11 0.22 2.61 0.069
O 3.14 0.86 1.85 -0.052
H -4.36 0.09 -1.81 0.053
H -3.78 1.33 -1.26 0.083
O -3.46 0.44 -1.67 -0.101
```

Spin multiplicity ... 1
HOMO-LUMO gap ... 0.3756 Ha
Charge ... 0
SMILES ... NCC(=O)NC=O.O.O.O.O.O.O.O
HOMO energy ... -10.1 eV
Total energy ... -24840.98882 eV
LUMO energy ... 0.09 eV

5.
C3H20NO7S2 | wB97M-V/def2-TZVPD

The geometry in XYZ format:
```
33
Properties=species:S:1:pos:R:3:lowdin_charge:R:1
N -1.70 0.49 1.37 0.174
C -0.57 -0.11 2.15 -0.312
C -0.32 0.81 3.34 -0.188
O -1.11 1.68 3.60 0.098
C 0.65 -0.29 1.25 -0.510
S 1.84 -1.47 1.96 0.462
S 3.16 -0.38 3.02 0.356
H -1.95 -0.12 0.58 0.013
H -2.51 0.63 1.99 0.167
H -1.38 1.42 1.01 0.104
H -0.89 -1.08 2.55 0.152
H 0.60 0.64 3.91 0.109
H 0.36 -0.73 0.29 0.031
H 1.12 0.66 1.01 0.089
H 4.07 -0.04 2.09 -0.171
H 1.62 1.40 -3.80 0.086
H 0.82 0.28 -4.55 0.097
O 1.09 0.61 -3.68 -0.027
H 0.54 -2.21 -1.36 0.015
H -0.06 -3.48 -0.61 0.075
O -0.27 -2.73 -1.17 -0.049
H -0.58 2.12 -0.77 0.012
H -0.75 3.45 0.06 0.081
O -0.50 2.52 0.13 -0.061
H -2.96 -1.20 -0.93 0.119
H -1.47 -1.60 -0.76 0.053
O -2.13 -0.87 -0.58 -0.029
H 2.73 -1.57 -1.83 0.074
H 1.71 -0.50 -2.31 0.028
O 1.92 -1.12 -1.58 -0.053
H -1.53 0.47 -1.69 0.027
H -0.40 1.01 -2.64 0.022
O -1.14 1.28 -2.07 -0.047
```

Spin multiplicity ... 1
HOMO-LUMO gap ... 0.3519 Ha
Charge ... +1
HOMO energy ... -12.3 eV
Total energy ... -40923.88490 eV
LUMO energy ... -2.72 eV

6.
C3H20NO8 | wB97M-V/def2-TZVPD

The geometry in XYZ format:
```
32
Properties=species:S:1:pos:R:3:lowdin_charge:R:1
C -1.61 -1.13 0.77 -0.212
C -2.11 -0.31 -0.44 -0.120
C -1.88 -1.12 -1.70 -0.545
O -1.75 -0.26 -2.76 0.067
O -1.94 -2.30 -1.83 0.133
N -1.08 -0.30 1.89 0.110
H -2.47 -1.72 1.08 0.109
H -0.79 -1.76 0.45 0.100
H -1.61 0.64 -0.52 0.102
H -3.18 -0.10 -0.41 0.121
H -1.39 -0.76 -3.52 0.121
H -0.71 0.61 1.53 0.086
H -0.35 -0.89 2.31 0.083
H -1.81 -0.10 2.60 0.091
H 1.66 -1.61 1.03 -0.005
H 2.01 -2.00 2.53 0.052
O 1.44 -1.44 1.98 -0.129
H 2.33 -2.19 -1.16 0.066
H 1.58 -0.83 -1.15 0.008
O 1.85 -1.59 -0.58 -0.083
H 1.45 1.65 -1.95 0.028
H 0.51 0.61 -2.55 0.029
O 1.35 0.70 -2.08 -0.077
H 0.13 2.52 1.14 -0.006
H 0.62 2.43 2.56 0.039
O -0.16 2.21 2.03 -0.114
H 0.77 3.70 -0.18 0.056
H 1.92 2.53 0.16 0.031
O 1.15 2.83 -0.36 -0.093
H 3.39 1.26 1.89 0.050
H 1.99 0.62 1.73 0.001
O 2.45 1.46 1.89 -0.099
```

Spin multiplicity ... 2
HOMO-LUMO gap (spin up / spin down) ... 0.1041 / 0.4152 Ha
Charge ... 0
Expectation value of S² ... 0.75
HOMO energy (spin up / spin down) ... -2.4 / -11.1 eV
Total energy ... -21303.65195 eV
LUMO energy (spin up / spin down) ... 0.39 / 0.17 eV

7.
C3H20O7 | wB97M-V/def2-TZVPD

The geometry in XYZ format:
```
30
Properties=species:S:1:pos:R:3:lowdin_charge:R:1
C -0.03 1.73 -1.70 -0.171
O -0.76 1.89 -0.56 -0.144
H 0.07 2.79 -2.13 0.111
H 0.94 1.31 -1.34 0.074
H -0.46 1.04 -2.43 0.080
H -1.59 2.41 -0.59 0.096
C -4.14 1.48 0.78 -0.191
O -4.43 0.21 0.32 -0.101
H -3.56 2.12 0.11 0.054
H -5.03 1.96 1.01 0.056
H -3.55 1.40 1.72 0.103
H -3.72 -0.26 0.75 0.013
C 2.53 -2.13 -1.10 -0.147
O 2.67 -0.95 -1.87 -0.139
H 2.37 -2.95 -1.81 0.083
H 3.40 -2.32 -0.50 0.082
H 1.62 -2.14 -0.52 0.065
H 1.85 -0.79 -2.37 0.091
O -2.49 -1.61 1.32 -0.045
H -1.58 -1.29 1.31 -0.003
H -2.47 -2.19 0.56 0.050
O 3.37 0.66 0.34 -0.048
H 4.22 0.94 0.00 0.048
H 2.88 0.40 -0.46 0.017
O 2.16 -0.96 2.33 -0.092
H 2.77 -0.52 1.65 0.035
H 2.60 -1.82 2.35 0.052
O 0.04 -0.47 0.76 -0.068
H -0.28 0.42 0.52 0.023
H 0.58 -0.36 1.55 0.018
```

Spin multiplicity ... 1
HOMO-LUMO gap ... 0.3765 Ha
Charge ... 0
SMILES ... CO.CO.CO.O.O.O.O
HOMO energy ... -9.8 eV
Total energy ... -17766.75021 eV
LUMO energy ... 0.42 eV

8.
C3H21BrFN2O10S | wB97M-V/def2-TZVPD

The geometry in XYZ format:
```
39
Properties=species:S:1:pos:R:3:lowdin_charge:R:1
N 1.00 3.01 2.44 0.123
C 0.76 1.61 2.19 -0.464
O -0.08 1.02 2.81 0.136
C 1.58 0.93 1.06 -0.097
C 0.83 1.09 -0.27 -0.170
N 1.56 1.85 -1.37 -0.500
Br 2.31 3.52 -0.87 1.017
S 2.75 0.83 -2.19 0.596
O 3.54 1.68 -2.99 -0.204
O 3.36 -0.02 -1.26 -0.126
F 1.78 0.07 -3.09 -0.055
H 0.47 3.53 1.74 0.081
H 1.97 3.18 2.18 0.059
H 1.62 -0.12 1.30 0.104
H 2.60 1.30 1.04 0.107
H -0.10 1.61 -0.10 0.142
H 0.56 0.10 -0.63 0.109
H 0.85 2.08 -2.07 0.130
O 0.99 -1.70 2.86 -0.057
H 0.69 -0.78 2.88 -0.019
H 0.80 -2.04 3.74 0.049
O -1.25 -1.26 -0.32 -0.059
H -1.83 -1.75 0.28 0.011
H -1.04 -1.89 -1.01 0.037
O -3.16 -2.43 1.63 -0.061
H -2.85 -3.11 2.25 0.032
H -4.00 -2.15 2.00 0.016
O 0.42 -2.28 -4.69 -0.036
H 0.81 -1.51 -4.28 -0.013
H -0.45 -2.37 -4.29 0.038
O -4.40 -4.78 2.64 -0.049
H -4.15 -5.26 1.84 0.046
H -5.35 -4.89 2.69 0.048
O 5.19 4.54 -4.06 -0.047
H 4.62 4.07 -3.45 -0.013
H 5.41 3.90 -4.74 0.042
O -5.74 -0.76 1.62 -0.043
H -6.11 -1.00 0.77 0.046
H -5.96 0.17 1.72 0.045
```

Spin multiplicity ... 1
HOMO-LUMO gap ... 0.2507 Ha
Charge ... +1
HOMO energy ... -13.1 eV
Total energy ... -110492.28511 eV
LUMO energy ... -6.29 eV

9.
C3H23O16STl2 | wB97M-V/def2-TZVPD

The geometry in XYZ format:
```
45
Properties=species:S:1:pos:R:3:lowdin_charge:R:1
Tl -1.09 -1.23 -3.63 1.307
Tl 4.41 1.13 -0.54 1.167
S 0.21 -0.09 -0.55 0.371
O 1.67 0.02 -0.44 -0.336
O -0.20 -1.50 -0.78 -0.383
O -0.41 0.46 0.71 -0.311
O -0.35 0.70 -1.66 -0.383
O 1.41 -3.43 -0.85 0.239
C 1.43 -3.92 -2.03 -0.671
O 0.65 -3.63 -2.96 0.304
O 2.33 -4.66 -2.45 0.485
H 0.73 -2.64 -0.76 0.088
C -1.18 3.41 2.12 -0.019
O -0.20 3.04 1.21 0.113
H -1.18 4.50 2.22 0.129
H -2.19 3.12 1.77 0.139
H -1.02 2.92 3.11 0.174
H -0.41 2.10 0.91 0.062
C -0.44 -0.84 3.92 -0.032
O 0.30 0.13 3.24 0.027
H -0.39 -0.60 4.98 0.121
H -1.53 -0.73 3.64 0.146
H -0.10 -1.86 3.72 0.134
H 0.14 0.06 2.26 0.056
O -2.26 2.66 -1.50 -0.008
H -1.48 2.07 -1.60 -0.007
H -1.93 3.56 -1.57 0.086
O 2.35 2.01 -2.56 -0.138
H 1.51 1.59 -2.37 -0.015
H 2.30 2.23 -3.50 0.074
O 3.43 0.10 2.23 -0.070
H 3.73 -0.76 2.58 0.070
H 2.47 0.06 2.27 0.010
O -2.89 1.11 -4.00 -0.118
H -2.87 1.51 -3.12 0.006
H -3.57 1.62 -4.47 0.080
O -2.39 -2.92 -1.69 -0.099
H -3.26 -3.22 -1.37 0.095
H -1.92 -2.65 -0.89 0.018
O 4.31 -1.74 0.07 -0.135
H 3.52 -2.02 -0.41 0.009
H 4.54 -2.49 0.64 0.078
O -2.99 0.02 1.25 0.066
H -3.18 0.82 1.76 0.068
H -2.02 0.00 1.09 -0.001
```

Spin multiplicity ... 1
HOMO-LUMO gap ... 0.1175 Ha
Charge ... +3
HOMO energy ... -19.4 eV
Total energy ... -56428.06246 eV
LUMO energy ... -16.18 eV